(1)
ORCA calculation (the ωB97M-V functional and the def2-TZVPD basis) on 2 unconnected molecules or ions with the total composition C3H8NO2.

Each line ends with the Löwdin spin population.
Element x y z (Å)
O1 -1.75041 0.18542 -0.22289  0.79
C1 -2.22973 -0.80143 -0.79644  0.09
O2 -2.10546 -2.00675 -0.33388  0.06
H1 -2.75450 -0.83362 -1.75946  0.05
H2 -2.99828 -2.48655 -0.33150  0.00
C2 1.68839 1.68909 0.01701  0.00
C3 1.19678 -0.53569 0.97137  0.00
N1 0.81930 0.58338 0.51325  0.00
H3 2.57656 1.58281 0.63538  0.00
H4 1.24449 2.67263 0.19871  0.00
H5 1.73796 1.54318 -1.06366  0.00
H6 2.14019 -1.03795 0.70728  0.00
H7 0.53570 -1.28247 1.41355  0.00
H8 -0.10097 0.72794 0.05129  0.00

Spin multiplicity: 2
Charge: +2
E_LUMO (alpha / beta), hartree: -0.39369 / -0.57052
Orbital gap (alpha / beta), eV: 10.02 / 5.20
Expectation value of S²: 0.756
Energy above the lowest of the compared OMol25 structures with the same formula, charge and spin, eV: 3.016
Highest occupied orbital energy (alpha / beta), eV: -20.74 / -20.73

(2)
ORCA calculation (the ωB97M-V functional and the def2-TZVPD basis) on a gas-phase ion, C6H14NOS (charge +1).

Each line ends with the Mulliken charge.
Element x y z (Å)
C1 -0.68810 -1.62285 -0.23513  -0.43
C2 -1.89769 -1.07510 0.57047  -0.59
C3 -2.65221 1.41500 0.39066  -0.67
C4 0.18430 0.73816 -0.29881  0.46
C5 1.01819 1.72463 0.56581  -1.24
C6 1.72153 -1.14580 -0.78044  -0.91
N1 0.51555 -0.72946 -0.07576  -0.01
O1 -0.25986 1.00369 -1.52955  -0.48
S1 -2.92910 0.05932 -0.58327  0.01
H1 -0.46160 -2.58534 0.30984  0.39
H2 -0.89273 -1.72543 -1.32643  0.33
H3 -2.63975 -1.81051 0.99324  0.41
H4 -1.65030 -0.38400 1.45106  0.21
H5 -2.55534 1.14177 1.46804  0.27
H6 -3.07415 2.34144 0.08265  0.34
H7 0.94967 2.77798 0.01390  0.36
H8 2.07339 1.53721 0.45966  0.39
H9 0.63764 1.78646 1.64322  0.31
H10 2.13785 -2.19760 -0.43624  0.34
H11 1.47814 -1.27472 -1.78116  0.45
H12 2.45274 -0.35078 -0.81135  0.30
H13 0.90233 -0.71164 0.89094  0.42
H14 -1.21550 1.25620 -1.66304  0.34

Charge: +1
E_LUMO (alpha / beta), hartree: -0.12736 / -0.13856
Orbital gap (alpha / beta), eV: 8.92 / 7.40
Energy above the lowest of the compared OMol25 structures with the same formula, charge and spin, eV: 4.484
Highest occupied orbital energy (alpha / beta), eV: -12.38 / -11.17

Number 1: strongest force on any atom 2.42 eV Å⁻¹, E -323.4651 Ha. Number 2: strongest force on any atom 2.94 eV Å⁻¹, E -764.7742 Ha.